Record 1
86
Properties=species:S:1:pos:R:3 method="wB97M-V/def2-TZVPD" total_charge=-2 multiplicity=2 largest_force_ha_per_bohr=0.025 e_tot_ha=-5573.990614 relative_energy_kj_mol=20.4 orbital_gap_ev="5.46 / 5.46"
Yb 1.17 0.46 1.41
S -0.37 1.91 3.25
S 1.02 2.17 4.73
S 2.58 3.18 3.81
S 3.47 1.83 2.56
O 4.85 -0.59 -0.62
C 3.69 -0.21 -0.65
O 2.79 -0.35 0.26
C 3.11 0.45 -1.93
P 1.29 0.51 -1.62
C 0.76 -1.24 -1.85
C -0.60 -1.44 -2.07
C -1.12 -2.72 -2.21
C -0.28 -3.82 -2.15
C 1.08 -3.63 -1.98
C 1.60 -2.35 -1.82
C 0.73 1.06 -3.30
C 0.88 0.27 -4.44
C 0.52 0.76 -5.69
C 0.00 2.05 -5.80
C -0.16 2.83 -4.67
C 0.20 2.34 -3.43
H 3.40 -0.10 -2.83
H 3.48 1.47 -2.01
H -1.26 -0.58 -2.13
H -2.18 -2.86 -2.37
H -0.68 -4.82 -2.23
H 1.75 -4.48 -1.95
H 2.67 -2.24 -1.69
H 1.26 -0.74 -4.35
H 0.63 0.14 -6.57
H -0.27 2.43 -6.78
H -0.58 3.83 -4.76
H 0.05 2.93 -2.53
C -2.61 -0.93 3.66
C -3.32 0.03 2.71
C -3.06 -0.08 1.17
C -3.70 -1.34 0.52
C -3.15 -2.71 0.91
C -3.86 1.09 0.60
O -5.07 1.15 0.68
N -3.15 2.09 0.01
C -1.75 2.19 -0.11
O -1.30 3.20 -0.62
N -1.03 1.12 0.30
C -1.57 0.04 0.86
O -0.78 -0.88 1.15
H -2.65 -0.51 4.67
H -1.56 -1.05 3.42
H -3.09 -1.91 3.69
H -3.02 1.04 3.00
H -4.40 -0.04 2.84
H -3.61 -1.22 -0.56
H -4.76 -1.29 0.76
H -2.07 -2.75 0.77
H -3.61 -3.47 0.29
H -3.37 -2.95 1.95
H -3.67 2.89 -0.32
N 1.49 2.69 0.63
C 1.35 3.83 0.69
C 1.17 5.23 0.78
C 1.53 6.03 -0.31
C 1.37 7.41 -0.22
C 0.86 7.98 0.93
C 0.49 7.18 2.00
C 0.64 5.80 1.94
H 1.92 5.57 -1.21
H 1.66 8.03 -1.06
H 0.74 9.06 0.99
H 0.09 7.63 2.90
H 0.38 5.16 2.76
O 2.09 -7.63 0.38
C 0.98 -6.94 0.82
O -0.09 -7.48 0.68
C 1.21 -5.62 1.40
C 2.46 -5.00 1.52
C 2.59 -3.74 2.05
C 1.47 -3.01 2.50
S 1.68 -1.50 3.32
C 0.21 -3.63 2.37
C 0.09 -4.89 1.83
H 2.87 -7.09 0.54
H 3.38 -5.50 1.20
H 3.57 -3.29 2.15
H -0.66 -3.10 2.73
H -0.88 -5.36 1.74

=====

Record 2
83
Properties=species:S:1:pos:R:3 method="wB97M-V/def2-TZVPD" total_charge=-2 multiplicity=1 largest_force_ha_per_bohr=0.010 e_tot_ha=-12504.235676 orbital_gap_ev=5.48
Sn 2.29 0.65 1.44
O 0.70 -0.67 3.63
N -0.46 -0.26 3.83
N -1.13 0.07 2.76
O -0.69 -0.01 1.53
C -2.50 0.41 2.97
C -3.01 0.70 4.24
C -4.35 1.01 4.37
C -5.20 1.04 3.27
C -4.67 0.76 2.01
C -3.33 0.45 1.86
H -2.35 0.68 5.09
H -4.74 1.24 5.36
H -6.24 1.29 3.38
H -5.31 0.79 1.14
H -2.90 0.22 0.89
N 0.60 -1.69 -0.92
P 0.77 -2.36 0.65
C 1.36 -4.02 0.10
C 0.88 -5.21 0.64
C 1.43 -6.44 0.29
C 2.48 -6.50 -0.61
C 2.99 -5.32 -1.14
C 2.44 -4.10 -0.78
C -0.95 -2.81 1.12
C -2.02 -2.87 0.23
C -3.29 -3.16 0.68
C -3.53 -3.39 2.03
C -2.47 -3.33 2.92
C -1.19 -3.04 2.47
P 0.67 -0.03 -1.31
C 1.26 -0.15 -3.04
C 0.73 0.65 -4.05
C 1.24 0.62 -5.34
C 2.31 -0.21 -5.64
C 2.87 -1.00 -4.64
C 2.35 -0.96 -3.35
C -1.08 0.46 -1.61
C -1.48 1.68 -1.08
C -2.79 2.13 -1.26
C -3.69 1.36 -1.97
C -3.30 0.14 -2.51
C -1.99 -0.30 -2.34
H 0.22 -2.30 -1.64
H 0.05 -5.19 1.34
H 1.03 -7.35 0.73
H 2.91 -7.46 -0.88
H 3.83 -5.35 -1.83
H 2.87 -3.19 -1.17
H -1.86 -2.65 -0.82
H -4.12 -3.18 -0.03
H -4.53 -3.60 2.38
H -2.64 -3.49 3.98
H -0.37 -2.94 3.18
H -0.11 1.31 -3.83
H 0.81 1.25 -6.10
H 2.72 -0.24 -6.64
H 3.72 -1.63 -4.85
H 2.82 -1.53 -2.56
H -0.78 2.25 -0.49
H -3.09 3.07 -0.82
H -4.71 1.70 -2.10
H -4.00 -0.47 -3.07
H -1.69 -1.24 -2.78
Se 6.03 3.45 0.00
Sb 5.66 1.69 1.64
Se 4.56 -0.26 0.34
Se 3.71 2.27 3.15
Se 7.57 0.73 2.77
C 2.04 7.42 0.08
C 1.91 5.92 0.14
C 2.63 5.10 -0.71
C 2.52 3.72 -0.59
N 1.75 3.14 0.33
C 1.06 3.93 1.16
C 1.09 5.31 1.09
H 2.41 7.75 -0.89
H 2.76 7.76 0.84
H 1.09 7.91 0.29
H 3.32 5.51 -1.44
H 3.10 3.06 -1.22
H 0.48 3.42 1.92
H 0.51 5.89 1.79

=====

Record 3
87
Properties=species:S:1:pos:R:3 method="wB97M-V/def2-TZVPD" total_charge=-2 multiplicity=1 largest_force_ha_per_bohr=0.074 e_tot_ha=-2571.809796 relative_energy_kj_mol=203.2 orbital_gap_ev=3.12
Rb 0.27 0.18 0.95
O 4.01 2.49 2.17
C 2.76 2.92 2.36
O 2.05 3.12 1.36
C 2.40 2.94 3.82
O 1.37 1.91 3.98
C 1.35 1.21 5.25
C 0.76 -0.23 5.01
O 1.03 -1.06 5.95
O 0.02 -0.24 4.01
H 4.19 2.38 1.21
H 1.99 3.95 4.10
H 3.28 2.66 4.36
H 0.66 1.74 5.96
H 2.38 1.21 5.61
C 2.73 -2.87 4.26
C 3.99 -3.12 3.65
C 4.15 -2.98 2.29
C 3.06 -2.51 1.48
N 1.91 -2.23 2.09
C 1.73 -2.50 3.38
C 3.17 -2.44 0.00
C 4.30 -2.91 -0.69
C 4.28 -2.99 -2.06
C 3.15 -2.61 -2.78
C 2.13 -2.01 -2.12
C 2.15 -1.92 -0.74
H 2.53 -2.95 5.34
H 4.82 -3.45 4.24
H 5.09 -3.24 1.79
H 0.71 -2.32 3.75
H 5.24 -3.20 -0.26
H 5.07 -3.34 -2.67
H 3.06 -2.77 -3.88
H 1.24 -1.56 -2.62
C 5.76 3.02 -2.41
C 5.31 2.04 -1.59
C 3.97 1.91 -1.28
C 3.05 2.89 -1.68
C 3.50 3.98 -2.48
C 4.86 4.02 -2.78
N 1.72 2.63 -1.54
N 0.96 3.42 -2.16
C -0.33 3.47 -1.76
C -1.18 4.37 -2.50
C -2.51 4.34 -2.26
C -2.98 3.71 -1.11
C -2.07 2.94 -0.38
N -0.80 2.86 -0.72
H 6.81 3.05 -2.72
H 6.07 1.36 -1.23
H 3.56 1.12 -0.65
H 2.69 4.62 -2.88
H 5.27 4.86 -3.34
H -0.83 5.03 -3.29
H -3.13 4.88 -2.97
H -4.05 3.73 -0.84
H -2.37 2.33 0.50
C -2.19 -2.70 -4.26
O -2.09 -3.33 -2.97
C -1.56 -2.58 -2.00
O -1.40 -1.39 -2.05
N -1.37 -3.32 -0.86
N -0.97 -2.62 0.33
H -3.09 -2.08 -4.30
H -2.33 -3.53 -4.99
H -1.33 -2.02 -4.44
H -1.63 -4.32 -0.83
H -0.85 -3.29 1.12
H -1.66 -1.83 0.52
O -3.85 -1.16 2.63
C -3.63 -0.76 1.48
O -2.50 -0.36 1.02
C -4.85 -0.68 0.55
C -4.76 -0.09 -0.74
C -5.79 -0.13 -1.67
C -6.95 -0.79 -1.27
O -8.08 -1.01 -1.99
C -9.04 -1.45 -0.98
O -8.34 -1.83 0.18
C -7.07 -1.33 0.00
C -6.06 -1.28 0.94
H -3.76 0.31 -0.97
H -5.75 0.37 -2.66
H -9.61 -2.27 -1.44
H -9.67 -0.57 -0.76
H -6.15 -1.79 1.90

=====

Record 4
75
Properties=species:S:1:pos:R:3 method="wB97M-V/def2-TZVPD" total_charge=0 multiplicity=1 largest_force_ha_per_bohr=0.075 e_tot_ha=-2360.380877 relative_energy_kj_mol=0.0 orbital_gap_ev=5.08
Rb -1.04 -0.55 -0.52
O 1.26 0.42 -2.65
C 1.55 -0.60 -3.57
C 1.33 -2.00 -3.09
C 2.17 -2.97 -3.70
C 2.00 -4.30 -3.41
C 1.01 -4.67 -2.51
C 0.26 -3.67 -1.93
N 0.43 -2.35 -2.16
H 0.88 1.19 -3.15
H 2.64 -0.61 -3.81
H 1.00 -0.47 -4.53
H 2.99 -2.66 -4.33
H 2.64 -5.06 -3.83
H 0.85 -5.73 -2.26
H -0.51 -3.94 -1.19
C 0.85 -4.42 2.21
C 0.11 -3.56 3.03
C 0.23 -2.18 2.88
C 1.11 -1.62 1.93
C 1.77 -2.51 1.06
C 1.61 -3.88 1.19
P 1.37 0.21 1.69
C 3.24 0.39 2.02
C 3.85 -0.39 3.01
C 5.24 -0.51 3.05
C 6.01 0.18 2.14
C 5.43 1.09 1.24
C 4.05 1.20 1.20
C 0.62 0.95 3.19
C 1.37 1.43 4.28
C 0.81 1.93 5.44
C -0.57 2.06 5.56
C -1.41 1.71 4.45
C -2.83 1.76 4.52
C -3.60 1.33 3.45
C -3.00 0.87 2.25
C -1.65 0.78 2.20
C -0.80 1.15 3.23
H 0.79 -5.48 2.38
H -0.53 -3.96 3.80
H -0.35 -1.55 3.53
H 2.43 -2.09 0.31
H 2.13 -4.54 0.51
H 3.22 -0.95 3.70
H 5.73 -1.16 3.77
H 7.09 0.07 2.13
H 6.06 1.67 0.60
H 3.58 1.89 0.52
H 2.44 1.45 4.16
H 1.49 2.33 6.21
H -1.01 2.52 6.45
H -3.28 2.14 5.43
H -4.68 1.42 3.48
H -3.66 0.53 1.42
C -3.03 5.57 -2.77
C -2.85 4.07 -2.87
C -3.50 3.19 -2.00
C -3.51 1.81 -2.18
C -2.84 1.28 -3.28
C -2.07 2.10 -4.08
C -2.07 3.47 -3.87
S -2.95 -0.49 -3.63
C -4.38 -0.62 -4.78
O -3.33 -1.07 -2.27
H -3.51 5.80 -1.80
H -3.68 5.99 -3.57
H -2.05 6.13 -2.81
H -4.07 3.57 -1.17
H -4.03 1.18 -1.47
H -1.51 1.67 -4.88
H -1.46 4.12 -4.50
H -5.30 -0.60 -4.21
H -4.28 -1.62 -5.24
H -4.32 0.16 -5.58

=====

Record 5
87
Properties=species:S:1:pos:R:3 method="wB97M-V/def2-TZVPD" total_charge=-2 multiplicity=1 largest_force_ha_per_bohr=0.011 e_tot_ha=-10064.523752 orbital_gap_ev=5.84
Ta 0.79 -0.75 0.45
C -1.80 3.73 1.48
C -0.70 3.50 2.48
C -0.59 4.31 3.64
C 0.40 4.05 4.54
C 1.29 2.98 4.31
C 2.37 2.63 5.15
Br 2.70 3.62 6.75
C 3.20 1.60 4.85
C 2.99 0.84 3.69
Br 4.20 -0.55 3.30
C 1.93 1.09 2.83
O 1.71 0.37 1.76
C 1.09 2.21 3.14
N 0.11 2.51 2.25
H -1.94 4.79 1.27
H -2.74 3.34 1.88
H -1.58 3.18 0.57
H -1.29 5.12 3.79
H 0.52 4.66 5.42
H 4.03 1.35 5.49
S 0.19 -2.31 2.54
C -1.53 -2.48 2.33
C -2.18 -3.66 2.65
C -3.56 -3.79 2.51
C -4.20 -5.02 2.85
N -4.72 -6.02 3.12
C -4.31 -2.70 2.04
C -3.66 -1.51 1.72
C -2.28 -1.38 1.86
S -1.46 0.11 1.53
C -5.73 -2.78 1.87
N -6.87 -2.83 1.75
H -1.61 -4.51 3.01
H -4.23 -0.67 1.34
S 7.62 -3.48 -1.74
C 6.14 -2.89 -1.27
S 5.24 -3.53 0.05
C 3.83 -2.52 -0.10
C 3.85 -1.63 -1.11
S 2.56 -0.53 -1.44
S 5.29 -1.65 -2.10
S 2.46 -2.70 0.95
C 0.34 -3.17 -3.08
Si -0.58 -3.32 -1.46
C -2.43 -3.38 -1.77
C -0.09 -4.87 -0.56
O -0.25 -1.99 -0.54
H -0.05 -3.88 -3.82
H 1.41 -3.36 -2.94
H 0.24 -2.16 -3.49
H -2.71 -4.36 -2.16
H -2.75 -2.62 -2.48
H -2.97 -3.21 -0.83
H -0.34 -5.75 -1.16
H -0.63 -4.94 0.39
H 0.98 -4.87 -0.33
C 2.61 2.67 0.00
C 2.04 3.21 -1.30
C 1.00 4.30 -1.00
C 1.43 2.22 -2.29
C 1.83 2.37 -3.61
C 1.26 1.64 -4.64
C 0.14 0.89 -4.35
C -0.36 0.77 -3.06
C -1.81 0.25 -3.01
C -2.48 0.05 -1.67
C -2.68 1.25 -3.81
C 0.41 1.27 -1.98
O 0.21 0.87 -0.71
H 3.07 3.50 0.56
H 3.36 1.90 -0.17
H 1.82 2.26 0.61
H 2.86 3.68 -1.85
H 0.16 3.86 -0.45
H 0.61 4.74 -1.92
H 1.43 5.08 -0.38
H 2.66 3.04 -3.81
H 1.65 1.70 -5.65
H -0.40 0.40 -5.15
H -1.82 -0.70 -3.56
H -2.57 1.00 -1.13
H -1.95 -0.63 -1.02
H -3.49 -0.34 -1.84
H -2.64 2.23 -3.33
H -3.72 0.91 -3.83
H -2.33 1.37 -4.84

=====

Record 6
81
Properties=species:S:1:pos:R:3 method="wB97M-V/def2-TZVPD" total_charge=-2 multiplicity=4 largest_force_ha_per_bohr=0.025 e_tot_ha=-6569.707468 relative_energy_kj_mol=33.7 orbital_gap_ev="5.89 / 5.96"
Co 0.49 0.41 -0.22
C 1.37 -1.04 -4.18
C 2.48 -0.92 -3.14
C 2.80 0.51 -2.70
N 1.80 1.13 -1.88
C 1.42 2.35 -2.12
C 1.95 3.22 -3.13
C 1.32 4.25 -3.80
C 0.03 4.73 -3.67
C -0.84 4.46 -2.61
C -0.58 3.76 -1.45
C 0.49 2.92 -1.12
N 0.77 2.46 0.09
C 0.39 3.20 1.26
C -0.17 2.33 2.38
C -1.48 1.66 1.98
N -1.34 1.02 0.69
C -2.43 0.84 -0.02
C -3.72 0.74 0.55
C -4.97 0.67 -0.04
C -5.33 1.00 -1.33
C -4.46 1.46 -2.32
C -3.10 1.37 -2.37
C -2.18 0.75 -1.47
N -1.03 0.27 -1.83
C -0.76 0.10 -3.24
C -0.02 -1.21 -3.56
H 1.57 -1.92 -4.79
H 1.38 -0.17 -4.85
H 3.41 -1.34 -3.55
H 2.21 -1.51 -2.28
H 3.00 1.10 -3.61
H 3.73 0.47 -2.12
H 2.98 3.04 -3.42
H 1.91 4.70 -4.60
H -0.32 5.43 -4.42
H -1.81 4.94 -2.67
H -1.38 3.79 -0.72
H -0.32 4.02 1.04
H 1.32 3.68 1.63
H -0.34 2.95 3.26
H 0.57 1.57 2.61
H -2.27 2.42 1.93
H -1.75 0.94 2.76
H -3.72 0.57 1.62
H -5.79 0.40 0.62
H -6.39 0.96 -1.58
H -4.94 1.92 -3.18
H -2.62 1.87 -3.22
H -0.17 0.96 -3.61
H -1.71 0.10 -3.79
H -0.65 -1.78 -4.26
H 0.07 -1.79 -2.65
S 2.29 -0.17 2.12
C 1.17 -0.96 3.05
N -0.10 -0.99 2.92
C -0.76 -1.68 3.87
C -2.15 -1.82 3.94
C -2.70 -2.55 4.98
C -1.89 -3.15 5.94
C -0.51 -3.03 5.88
C 0.05 -2.29 4.86
S 1.72 -1.91 4.57
H -2.76 -1.37 3.18
H -3.77 -2.66 5.05
H -2.34 -3.73 6.73
H 0.12 -3.52 6.62
Br 4.70 -2.11 -0.53
C 3.78 -3.07 0.83
C 4.56 -3.65 1.81
C 3.95 -4.38 2.82
C 2.57 -4.50 2.83
C 1.81 -3.90 1.84
C 2.40 -3.18 0.82
C 1.53 -2.67 -0.35
O 1.46 -3.46 -1.29
O 0.96 -1.57 -0.22
H 5.64 -3.54 1.78
H 4.56 -4.84 3.58
H 2.09 -5.06 3.63
H 0.74 -3.99 1.86